A) Formula: C20H22ClNO4
Source: the Open Molecules 2025 dataset
Level of theory: ωB97M-V with the def2-TZVPD basis set

Its SMILES is O=C(c1ccc(Cl)cc1)c1ccc(OC[C@H](O)CN2CCOCC2)cc1. As for the net charge: 0.

Each atom is followed by the atoms it is bonded to, with distances in Å.
Element x y z (Å)
1 O 0.117 3.635 -4.999  C2 1.215
2 C -0.072 3.570 -3.800  O1 1.215, C3 1.489, C10 1.480
3 C -0.419 4.784 -3.011  C2 1.489, C4 1.393, C9 1.393
4 C 0.055 4.984 -1.717  C3 1.393, C5 1.382, H27 1.080
5 C -0.252 6.144 -1.031  C4 1.382, C6 1.387, H28 1.079
6 C -1.044 7.107 -1.639  C5 1.387, Cl7 1.726, C8 1.387
7 Cl -1.440 8.549 -0.777  C6 1.726
8 C -1.513 6.932 -2.933  C6 1.387, C9 1.381, H29 1.079
9 C -1.187 5.777 -3.616  C3 1.393, C8 1.381, H30 1.080
10 C 0.028 2.291 -3.063  C2 1.480, C11 1.397, C26 1.392
11 C 0.853 1.286 -3.576  C10 1.397, C12 1.374, H31 1.079
12 C 0.957 0.071 -2.942  C11 1.374, C13 1.399, H32 1.079
13 C 0.215 -0.186 -1.784  C12 1.399, O14 1.356, C25 1.393
14 O 0.380 -1.417 -1.240  C13 1.356, C15 1.415
15 C -0.353 -1.768 -0.082  O14 1.415, C16 1.535, H33 1.098, H34 1.096
16 C 0.001 -3.228 0.238  C15 1.535, O17 1.408, C18 1.536, H35 1.101
17 O -0.443 -4.060 -0.808  C16 1.408, H36 0.965
18 C -0.657 -3.719 1.535  C16 1.536, N19 1.449, H37 1.092, H38 1.105
19 N 0.306 -3.922 2.599  C18 1.449, C20 1.455, C24 1.453
20 C -0.229 -4.756 3.664  N19 1.455, C21 1.528, H39 1.091, H40 1.105
21 C 0.869 -5.019 4.694  C20 1.528, O22 1.408, H41 1.091, H42 1.100
22 O 1.363 -3.817 5.236  C21 1.408, C23 1.406
23 C 1.867 -2.993 4.215  O22 1.406, C24 1.530, H43 1.091, H44 1.100
24 C 0.797 -2.678 3.167  N19 1.453, C23 1.530, H45 1.091, H46 1.106
25 C -0.627 0.802 -1.281  C13 1.393, C26 1.383, H47 1.079
26 C -0.714 2.027 -1.916  C10 1.392, C25 1.383, H48 1.080
27 H 0.687 4.241 -1.253  C4 1.080
28 H 0.120 6.306 -0.032  C5 1.079
29 H -2.118 7.694 -3.397  C8 1.079
30 H -1.530 5.623 -4.628  C9 1.080
31 H 1.412 1.487 -4.477  C11 1.079
32 H 1.600 -0.706 -3.323  C12 1.079
33 H -1.431 -1.697 -0.277  C15 1.098
34 H -0.089 -1.112 0.756  C15 1.096
35 H 1.093 -3.311 0.340  C16 1.101
36 H -0.086 -3.712 -1.635  O17 0.965
37 H -1.106 -4.686 1.300  C18 1.092
38 H -1.467 -3.031 1.836  C18 1.105
39 H -0.561 -5.704 3.237  C20 1.091
40 H -1.086 -4.270 4.164  C20 1.105
41 H 0.480 -5.598 5.533  C21 1.091
42 H 1.687 -5.574 4.211  C21 1.100
43 H 2.213 -2.079 4.699  C23 1.091
44 H 2.714 -3.490 3.718  C23 1.100
45 H 1.243 -2.071 2.378  C24 1.091
46 H -0.020 -2.104 3.643  C24 1.106
47 H -1.223 0.625 -0.399  C25 1.079
48 H -1.389 2.774 -1.526  C26 1.080

natural (NBO) atomic charge list, values in e, 2 entries: -0.535 0.561



B) Formula: C20H22ClNO4
Source: the Open Molecules 2025 dataset
Level of theory: ωB97M-V with the def2-TZVPD basis set

Its SMILES is COc1ccc(C(=O)N2CCC(O)(c3ccc(Cl)cc3)CC2)cc1OC. As for the net charge: 0.

Each atom is followed by the atoms it is bonded to, with distances in Å.
Element x y z (Å)
1 C -5.549 -0.203 0.833  O2 1.411, H27 1.092, H28 1.090, H29 1.092
2 O -4.583 -1.217 1.000  C1 1.411, C3 1.360
3 C -3.364 -1.151 0.400  O2 1.360, C4 1.394, C24 1.410
4 C -2.585 -2.291 0.582  C3 1.394, C5 1.380, H30 1.079
5 C -1.307 -2.397 0.073  C4 1.380, C6 1.388, H31 1.079
6 C -0.768 -1.334 -0.638  C5 1.388, C7 1.488, C23 1.391
7 C 0.579 -1.361 -1.271  C6 1.488, O8 1.220, N9 1.362
8 O 0.750 -0.944 -2.404  C7 1.220
9 N 1.598 -1.916 -0.559  C7 1.362, C10 1.443, C22 1.448
10 C 1.650 -2.054 0.876  N9 1.443, C11 1.542, H32 1.089, H33 1.098
11 C 2.794 -1.204 1.463  C10 1.542, C12 1.541, H34 1.092, H35 1.092
12 C 3.214 -0.030 0.556  C11 1.541, O13 1.426, C14 1.524, C21 1.547
13 O 4.398 0.556 1.092  C12 1.426, H36 0.964
14 C 2.163 1.067 0.427  C12 1.524, C15 1.388, C20 1.394
15 C 0.945 1.069 1.092  C14 1.388, C16 1.385, H37 1.077
16 C 0.058 2.125 0.954  C15 1.385, C17 1.383, H38 1.079
17 C 0.397 3.203 0.158  C16 1.383, Cl18 1.733, C19 1.385
18 Cl -0.703 4.531 -0.011  C17 1.733
19 C 1.620 3.239 -0.492  C17 1.385, C20 1.380, H39 1.079
20 C 2.490 2.177 -0.349  C14 1.394, C19 1.380, H40 1.079
21 C 3.624 -0.582 -0.829  C12 1.547, C22 1.531, H41 1.088, H42 1.090
22 C 2.920 -1.904 -1.149  N9 1.448, C21 1.531, H43 1.090, H44 1.093
23 C -1.549 -0.205 -0.863  C6 1.391, C24 1.387, H45 1.078
24 C -2.836 -0.086 -0.359  C3 1.410, C23 1.387, O25 1.370
25 O -3.616 1.020 -0.569  C24 1.370, C26 1.409
26 C -3.164 2.001 -1.474  O25 1.409, H46 1.089, H47 1.094, H48 1.093
27 H -5.830 -0.081 -0.215  C1 1.092
28 H -6.414 -0.542 1.403  C1 1.090
29 H -5.205 0.755 1.228  C1 1.092
30 H -3.027 -3.103 1.139  C4 1.079
31 H -0.750 -3.312 0.204  C5 1.079
32 H 0.688 -1.764 1.297  C10 1.089
33 H 1.823 -3.109 1.127  C10 1.098
34 H 2.516 -0.830 2.450  C11 1.092
35 H 3.689 -1.817 1.589  C11 1.092
36 H 4.188 0.988 1.927  O13 0.964
37 H 0.655 0.258 1.738  C15 1.077
38 H -0.889 2.105 1.471  C16 1.079
39 H 1.887 4.089 -1.099  C19 1.079
40 H 3.454 2.217 -0.832  C20 1.079
41 H 3.375 0.145 -1.599  C21 1.088
42 H 4.706 -0.717 -0.819  C21 1.090
43 H 2.814 -2.020 -2.228  C22 1.090
44 H 3.472 -2.758 -0.748  C22 1.093
45 H -1.114 0.587 -1.451  C23 1.078
46 H -3.985 2.712 -1.561  C26 1.089
47 H -2.949 1.571 -2.457  C26 1.094
48 H -2.277 2.518 -1.101  C26 1.093

natural (NBO) atomic charge list, values in e, 2 entries: -0.240 -0.493



B) takes first place; second place is 0.0170 hartree up.



A) Formula: C5H7Cl
Source: the Open Molecules 2025 dataset
Level of theory: ωB97M-V with the def2-TZVPD basis set

As for the net charge: 0.

Each atom is followed by the atoms it is bonded to, with distances in Å.
Element x y z (Å)
1 C -1.918 1.355 0.177  C2 1.293, H7 1.206, H8 1.179
2 C -0.775 1.878 -0.127  C1 1.293, H9 1.059
3 C 0.866 -1.373 -0.804  C4 1.537, C5 1.475, H10 1.142, H11 1.164
4 C 0.782 -1.237 0.724  C3 1.537, C5 1.445, H12 1.167, H13 1.128
5 C 1.110 -0.098 -0.104  C3 1.475, C4 1.445, Cl6 1.733
6 Cl 2.656 0.676 0.010  C5 1.733
7 H -2.949 1.974 0.082  C1 1.206
8 H -2.224 0.275 0.537  C1 1.179
9 H -0.343 2.800 -0.417  C2 1.059
10 H 1.725 -1.919 -1.323  C3 1.142
11 H -0.197 -1.429 -1.274  C3 1.164
12 H -0.314 -1.236 1.125  C4 1.167
13 H 1.582 -1.666 1.393  C4 1.128

natural (NBO) atomic charge list, values in e, 2 entries: -0.531 -0.076



B) Formula: C5H7Cl
Source: the Open Molecules 2025 dataset
Level of theory: ωB97M-V with the def2-TZVPD basis set

As for the net charge: 0.

Each atom is followed by the atoms it is bonded to, with distances in Å.
Element x y z (Å)
1 C 1.842 -0.550 -0.253  C2 1.325, C3 1.406, C4 1.427
2 C 2.459 -1.537 0.380  C1 1.325, H7 1.027, H8 1.159
3 C 1.330 0.749 -0.419  C1 1.406, C4 1.503, H9 1.161, H10 1.116
4 C 0.895 -0.383 -1.307  C1 1.427, C3 1.503
5 C -2.938 0.723 0.128  Cl6 1.764, H11 1.051, H12 1.097, H13 1.097
6 Cl -3.455 -0.933 0.452  C5 1.764
7 H 2.389 -2.561 0.365  C2 1.027
8 H 3.156 -1.263 1.264  C2 1.159
9 H 0.746 1.081 0.527  C3 1.161
10 H 1.924 1.488 -1.008  C3 1.116
11 H -2.703 1.345 0.942  C5 1.051
12 H -3.606 1.229 -0.579  C5 1.097
13 H -2.039 0.611 -0.491  C5 1.097

natural (NBO) atomic charge list, values in e, 2 entries: -0.246 -0.212



C) Formula: C5H7Cl
Source: the Open Molecules 2025 dataset
Level of theory: ωB97M-V with the def2-TZVPD basis set

Its SMILES is Cl[C@H]1C=CCC1. As for the net charge: 0.

Each atom is followed by the atoms it is bonded to, with distances in Å.
Element x y z (Å)
1 Cl 2.594 0.077 -0.453  C2 1.791
2 C 1.091 0.051 0.521  Cl1 1.791, C3 1.483, C6 1.521, H7 1.081
3 C 0.314 1.280 0.228  C2 1.483, C4 1.322, H8 1.062
4 C -0.821 0.982 -0.383  C3 1.322, C5 1.466, H9 1.096
5 C -1.009 -0.460 -0.565  C4 1.466, C6 1.502, H10 1.056, H11 1.071
6 C 0.114 -1.076 0.220  C2 1.521, C5 1.502, H12 1.073, H13 1.073
7 H 1.375 -0.031 1.561  C2 1.081
8 H 0.718 2.196 0.581  C3 1.062
9 H -1.558 1.680 -0.798  C4 1.096
10 H -1.109 -0.723 -1.583  C5 1.056
11 H -1.979 -0.682 -0.166  C5 1.071
12 H -0.281 -1.406 1.162  C6 1.073
13 H 0.551 -1.889 -0.326  C6 1.073

natural (NBO) atomic charge list, values in e, 2 entries: -0.079 -0.210



D) Formula: C5H7Cl
Source: the Open Molecules 2025 dataset
Level of theory: ωB97M-V with the def2-TZVPD basis set

Its SMILES is CC#CCCCl. As for the net charge: 0.

Each atom is followed by the atoms it is bonded to, with distances in Å.
Element x y z (Å)
1 C -0.241 0.054 2.740  C2 1.469, H7 1.144, H8 1.023, H9 1.097
2 C -0.340 0.081 1.274  C1 1.469, C3 1.190
3 C -0.285 -0.055 0.093  C2 1.190, C4 1.399
4 C -0.485 0.292 -1.247  C3 1.399, C5 1.516, H10 1.107, H11 1.099
5 C 0.556 -0.426 -2.083  C4 1.516, Cl6 1.894, H12 1.090, H13 1.071
6 Cl 2.253 0.415 -2.065  C5 1.894
7 H 0.271 1.041 3.009  C1 1.144
8 H -1.173 0.001 3.158  C1 1.023
9 H 0.312 -0.886 2.862  C1 1.097
10 H -0.453 1.394 -1.348  C4 1.107
11 H -1.466 -0.076 -1.578  C4 1.099
12 H 0.217 -0.451 -3.118  C5 1.090
13 H 0.834 -1.386 -1.697  C5 1.071

natural (NBO) atomic charge list, values in e, 2 entries: -0.677 0.052



C) takes first place; second place is 0.0646 hartree up.



A) Formula: C4H12N2O
Source: the Open Molecules 2025 dataset
Level of theory: ωB97M-V with the def2-TZVPD basis set

Its multiplicity is 2. As for the net charge: +1.

Each atom is followed by the atoms it is bonded to, with distances in Å.
Element x y z (Å)
1 C 2.027 -1.653 0.477  C2 1.554, H7 1.087, H8 1.082, H9 1.088
2 C 1.601 -0.311 1.133  C1 1.554, C3 1.504, H10 1.086, H11 1.095
3 C 0.507 0.398 0.384  C2 1.504, C4 1.379, N6 1.371
4 C 0.743 1.465 -0.457  C3 1.379, N5 1.366, H12 1.083
5 N -0.182 1.979 -1.321  C4 1.366, H13 1.015, H14 1.016
6 N -0.775 0.143 0.795  C3 1.371, H15 1.019, H16 1.017
7 H 2.646 -1.438 -0.390  C1 1.087
8 H 2.511 -2.305 1.192  C1 1.082
9 H 1.122 -2.168 0.161  C1 1.088
10 H 1.356 -0.437 2.183  C2 1.086
11 H 2.469 0.337 0.976  C2 1.095
12 H 1.757 1.831 -0.562  C4 1.083
13 H -0.398 2.962 -1.193  N5 1.015
14 H -0.991 1.378 -1.444  N5 1.016
15 H -0.771 -0.474 1.606  N6 1.019
16 H -1.426 0.842 1.146  N6 1.017
17 H -3.393 -0.717 -0.549  O19 0.977
18 H -2.250 -1.671 -0.555  O19 0.955
19 O -3.104 -1.553 -0.964  H17 0.977, H18 0.955

natural (NBO) atomic charge list, values in e, 2 entries: -0.590 -0.462



B) Formula: C4H12N2O
Source: the Open Molecules 2025 dataset
Level of theory: ωB97M-V with the def2-TZVPD basis set

Its multiplicity is 2. As for the net charge: +1.

Each atom is followed by the atoms it is bonded to, with distances in Å.
Element x y z (Å)
1 C -1.428 -0.906 -0.840  C2 1.560, H7 1.120, H8 1.038, H9 1.076
2 C -1.558 -0.440 0.643  C1 1.560, C3 1.580, H10 1.120, H11 1.079
3 C -0.181 0.184 1.103  C2 1.580, N4 1.475, H12 1.202, H13 1.124
4 N 0.957 -0.730 0.893  C3 1.475, C5 1.513, H14 0.985
5 C 1.588 -0.582 -0.474  N4 1.513, N6 1.309, H15 1.040
6 N 1.742 -1.787 -0.962  C5 1.309, H16 1.047
7 H -1.951 -1.885 -0.993  C1 1.120
8 H -1.680 -0.109 -1.455  C1 1.038
9 H -0.417 -1.063 -1.173  C1 1.076
10 H -1.960 -1.330 1.189  C2 1.120
11 H -2.379 0.260 0.633  C2 1.079
12 H -0.014 1.205 0.491  C3 1.202
13 H -0.334 0.341 2.206  C3 1.124
14 H 0.748 -1.653 1.165  N4 0.985
15 H 1.662 0.322 -0.981  C5 1.040
16 H 2.189 -1.810 -1.909  N6 1.047
17 H -0.338 2.540 -0.077  O19 0.942
18 H 0.082 3.785 -0.782  O19 1.077
19 O -0.629 3.436 -0.053  H17 0.942, H18 1.077

natural (NBO) atomic charge list, values in e, 2 entries: -0.625 -0.412



A) takes first place; second place is 0.1169 hartree up.



A) Formula: C2H10O4
Source: the Open Molecules 2025 dataset
Level of theory: ωB97M-V with the def2-TZVPD basis set

Its SMILES is C=CO.O.O.O. As for the net charge: 0.

Each atom is followed by the atoms it is bonded to, with distances in Å.
Element x y z (Å)
1 C 2.538 0.073 -0.878  C2 1.334, H4 1.080, H5 1.081
2 C 1.977 -1.040 -0.403  C1 1.334, O3 1.342, H6 1.081
3 O 1.333 -1.107 0.773  C2 1.342, H7 0.947
4 H 2.944 0.177 -1.873  C1 1.080
5 H 2.491 0.985 -0.300  C1 1.081
6 H 1.944 -2.010 -0.881  C2 1.081
7 H 1.330 -0.372 1.369  O3 0.947
8 O -0.528 0.306 2.151  H9 0.965, H10 0.942
9 H -1.093 -0.332 1.699  O8 0.965
10 H -0.825 0.395 3.041  O8 0.942
11 O -2.429 1.961 -0.289  H12 0.969, H13 0.979
12 H -1.770 2.142 -0.976  O11 0.969
13 H -2.596 2.719 0.307  O11 0.979
14 O -1.609 -1.653 -1.359  H15 0.949, H16 0.950
15 H -2.464 -1.467 -0.992  O14 0.949
16 H -1.242 -0.777 -1.388  O14 0.950

natural (NBO) atomic charge list, values in e, 2 entries: -0.565 0.171



B) Formula: C2H10O4
Source: the Open Molecules 2025 dataset
Level of theory: ωB97M-V with the def2-TZVPD basis set

Its SMILES is OCCO.O.O. As for the net charge: 0.

Each atom is followed by the atoms it is bonded to, with distances in Å.
Element x y z (Å)
1 O -0.297 0.881 -1.236  C2 1.427, H5 0.962
2 C -1.503 0.165 -0.970  O1 1.427, C3 1.531, H6 1.087, H7 1.090
3 C -1.322 -1.355 -0.937  C2 1.531, O4 1.424, H8 1.091, H9 1.098
4 O -0.525 -1.750 0.175  C3 1.424, H10 0.959
5 H 0.131 0.502 -2.010  O1 0.962
6 H -1.872 0.448 0.013  C2 1.087
7 H -2.242 0.401 -1.736  C2 1.090
8 H -0.886 -1.782 -1.841  C3 1.091
9 H -2.344 -1.718 -0.771  C3 1.098
10 H -0.132 -2.616 0.046  O4 0.959
11 O 1.241 0.225 1.061  H12 0.972, H13 0.969
12 H 0.809 0.669 0.312  O11 0.972
13 H 0.848 -0.661 1.044  O11 0.969
14 O 2.453 2.504 2.297  H15 0.962, H16 0.975
15 H 3.331 2.447 2.686  O14 0.962
16 H 2.310 1.640 1.867  O14 0.975

natural (NBO) atomic charge list, values in e, 2 entries: -0.726 -0.089



B) takes first place; second place is 0.0252 hartree up.